Version A
{"formula": "H28O14", "method": "ωB97M-V with the def2-TZVPD basis set", "charge": 0, "spin_multiplicity": 1, "lumo_ha": -0.03694, "elements": ["O", "H", "H", "O", "H", "H", "O", "H", "H", "O", "H", "H", "O", "H", "H", "O", "H", "H", "O", "H", "H", "O", "H", "H", "O", "H", "H", "O", "H", "H", "O", "H", "H", "O", "H", "H", "O", "H", "H", "O", "H", "H"], "coordinates": [[-4.415, -16.423, -5.547], [-5.024, -16.256, -6.295], [-4.948, -16.983, -5.004], [-4.616, -20.301, -9.347], [-5.403, -20.586, -9.817], [-4.902, -19.477, -8.917], [-3.451, -19.390, -6.586], [-4.072, -20.062, -6.437], [-3.569, -18.709, -5.953], [-0.898, -16.264, -5.469], [-1.319, -15.512, -5.111], [-1.433, -16.955, -5.086], [-1.796, -18.714, -9.087], [-2.266, -18.013, -8.657], [-2.363, -19.518, -9.022], [-2.779, -22.154, -8.124], [-2.843, -23.024, -8.544], [-3.600, -21.669, -8.230], [-0.884, -20.148, -6.794], [-1.803, -19.773, -6.749], [-0.878, -20.925, -7.361], [-4.138, -20.954, -3.746], [-3.937, -21.672, -4.410], [-4.815, -20.375, -4.136], [-3.297, -16.741, -2.594], [-2.585, -16.085, -2.500], [-3.323, -17.123, -3.470], [-3.252, -22.958, -5.587], [-3.226, -22.423, -6.399], [-3.980, -23.581, -5.661], [-5.399, -21.441, -6.536], [-6.159, -21.097, -7.032], [-5.706, -21.776, -5.709], [-5.573, -18.398, -4.415], [-6.166, -18.478, -5.153], [-6.141, -18.594, -3.646], [-2.084, -18.577, -4.272], [-1.967, -19.486, -4.541], [-1.574, -18.556, -3.439], [-2.967, -16.522, -7.999], [-2.118, -16.083, -7.829], [-3.416, -16.733, -7.161]], "mulliken_charge": [-0.70, 0.31, 0.36, -0.58, 0.28, 0.28, 0.37, -0.05, 0.01, -0.64, 0.34, 0.35, -0.65, 0.47, 0.32, -0.64, 0.26, 0.34, -0.65, 0.23, 0.30, -0.61, 0.37, 0.28, -0.66, 0.32, 0.29, -0.71, 0.43, 0.31, -0.54, 0.23, 0.25, -0.66, 0.30, 0.27, -0.53, 0.18, 0.26, -0.77, 0.34, 0.33]}

Version B
{"formula": "H28O14", "method": "ωB97M-V with the def2-TZVPD basis set", "charge": 0, "spin_multiplicity": 1, "lumo_ha": -0.00296, "elements": ["O", "H", "H", "O", "H", "H", "O", "H", "H", "O", "H", "H", "O", "H", "H", "O", "H", "H", "O", "H", "H", "O", "H", "H", "O", "H", "H", "O", "H", "H", "O", "H", "H", "O", "H", "H", "O", "H", "H", "O", "H", "H"], "coordinates": [[0.683, 0.783, -2.864], [0.872, 1.546, -2.317], [0.674, 0.046, -2.252], [0.418, 0.116, -0.191], [0.282, -0.140, 0.721], [-0.462, 0.286, -0.527], [0.972, 2.880, -1.210], [1.367, 2.227, -0.633], [1.300, 3.718, -0.883], [-0.837, -2.055, -2.085], [-1.306, -1.239, -2.258], [-1.366, -2.500, -1.423], [-1.817, 1.916, -0.887], [-2.014, 2.007, 0.046], [-1.106, 2.538, -1.044], [2.473, -0.573, 2.095], [1.932, -1.271, 1.727], [3.137, -0.405, 1.426], [1.003, 1.604, 2.745], [1.642, 2.316, 2.769], [1.533, 0.809, 2.678], [-1.877, -2.488, 0.378], [-2.354, -3.082, 0.958], [-1.968, -1.628, 0.788], [0.646, -2.453, 1.351], [0.586, -3.024, 2.117], [-0.046, -2.762, 0.767], [-1.324, 2.543, 2.046], [-0.456, 2.157, 2.170], [-1.250, 3.423, 2.418], [-3.005, -0.187, -2.083], [-3.815, -0.057, -2.575], [-2.769, 0.687, -1.773], [-1.929, -0.413, 2.091], [-1.580, 0.478, 2.119], [-2.665, -0.402, 2.703], [1.719, -2.221, -1.398], [0.959, -1.944, -1.910], [1.382, -2.332, -0.509], [3.478, 0.028, -1.556], [4.058, -0.259, -2.260], [2.831, -0.673, -1.476]], "mulliken_charge": [-0.69, 0.48, 0.13, 0.61, -0.03, -0.02, -0.72, 0.25, 0.28, -0.68, 0.30, 0.34, -0.71, 0.28, 0.29, -0.73, 0.31, 0.37, -0.66, 0.27, 0.34, -0.59, 0.25, 0.37, -0.67, 0.21, 0.33, -0.68, 0.40, 0.29, -0.65, 0.29, 0.36, -0.59, 0.25, 0.25, -0.77, 0.43, 0.40, -0.61, 0.28, 0.43]}

It turns out version B is the most stable, with the second structure 1.679 eV higher.

Version A
{"formula": "H28O14", "method": "ωB97M-V with the def2-TZVPD basis set", "charge": 0, "spin_multiplicity": 1, "lumo_ha": -0.00051, "elements": ["H", "H", "H", "H", "H", "H", "H", "H", "H", "H", "H", "H", "H", "H", "H", "H", "H", "H", "H", "H", "H", "H", "H", "H", "H", "H", "H", "H", "O", "O", "O", "O", "O", "O", "O", "O", "O", "O", "O", "O", "O", "O"], "coordinates": [[0.361, -0.358, 0.426], [-0.666, -0.399, -0.789], [0.297, -2.026, -1.779], [1.212, -2.081, -2.930], [2.432, -1.387, 2.575], [2.773, -2.584, 1.774], [-1.500, 3.107, 2.854], [-1.174, 3.431, 1.446], [-0.788, -3.200, -3.853], [-1.482, -4.435, -3.196], [-0.374, -2.725, 4.233], [-0.609, -1.224, 4.309], [2.845, -0.179, -3.142], [3.034, 0.311, -1.747], [-3.742, -1.929, -2.296], [-3.995, -2.179, -0.856], [-1.045, 1.009, 0.847], [-1.840, -0.274, 1.301], [2.719, -0.003, 0.693], [1.858, -1.243, 0.266], [0.617, 1.982, -2.781], [0.592, 0.580, -2.299], [1.772, 1.671, 0.299], [1.596, 1.925, 1.812], [-3.926, 1.517, -0.055], [-4.192, 2.304, 1.263], [0.599, 4.975, 0.082], [0.486, 4.001, 1.301], [0.261, -0.697, -0.434], [1.184, -1.842, -1.988], [2.508, -1.705, 1.668], [-1.220, 2.622, 2.096], [-0.597, -4.071, -3.553], [-0.384, -2.051, 4.882], [2.362, 0.353, -2.403], [-3.519, -2.557, -1.631], [-1.664, 0.687, 1.434], [2.495, -0.653, 0.004], [0.199, 1.452, -2.200], [2.026, 2.204, 1.045], [-3.508, 1.930, 0.680], [0.125, 4.255, 0.430]], "mulliken_charge": [0.30, 0.34, 0.32, 0.25, 0.23, 0.19, 0.20, 0.42, 0.29, 0.33, 0.31, 0.33, 0.25, 0.26, 0.31, 0.30, 0.25, 0.31, 0.26, 0.44, 0.22, 0.45, 0.38, 0.29, 0.25, 0.26, 0.28, 0.28, -0.80, -0.51, -0.44, -0.53, -0.63, -0.64, -0.54, -0.61, -0.63, -0.59, -0.59, -0.69, -0.47, -0.65]}

Version B
{"formula": "H28O14", "method": "ωB97M-V with the def2-TZVPD basis set", "charge": 0, "spin_multiplicity": 1, "lumo_ha": -0.00298, "elements": ["O", "H", "H", "O", "H", "H", "O", "H", "H", "O", "H", "H", "O", "H", "H", "O", "H", "H", "O", "H", "H", "O", "H", "H", "O", "H", "H", "O", "H", "H", "O", "H", "H", "O", "H", "H", "O", "H", "H", "O", "H", "H"], "coordinates": [[0.266, 40.772, 39.428], [0.134, 41.756, 39.555], [0.492, 40.217, 40.260], [-1.486, 39.539, 38.013], [-1.591, 38.589, 38.229], [-0.900, 39.763, 38.579], [-0.162, 37.867, 41.137], [-0.735, 37.919, 41.969], [-0.998, 37.985, 40.464], [-2.231, 43.010, 41.063], [-1.581, 42.330, 41.519], [-2.776, 42.326, 40.704], [-0.955, 40.790, 41.984], [0.059, 40.928, 42.265], [-1.567, 41.010, 42.752], [0.050, 42.800, 39.216], [-0.434, 43.383, 38.535], [-0.602, 43.079, 39.790], [2.325, 43.918, 39.653], [1.485, 43.906, 39.149], [2.462, 43.173, 40.057], [0.521, 39.992, 35.788], [-0.296, 39.877, 35.275], [0.290, 40.209, 36.647], [-2.562, 41.688, 39.127], [-3.273, 42.132, 38.675], [-2.507, 40.723, 38.835], [2.865, 42.092, 40.990], [3.702, 42.338, 41.319], [2.888, 41.619, 40.197], [-2.711, 39.049, 40.781], [-3.316, 39.117, 41.514], [-2.121, 39.762, 41.100], [1.181, 40.837, 42.728], [1.787, 41.097, 42.140], [1.496, 40.161, 43.286], [3.142, 40.637, 38.788], [2.294, 40.190, 38.688], [3.100, 41.140, 37.817], [-1.315, 42.351, 36.819], [-1.686, 41.957, 37.755], [-1.554, 41.910, 35.965]], "mulliken_charge": [-0.32, 0.09, 0.09, -0.59, 0.33, 0.19, -0.66, 0.32, 0.31, -0.83, 0.49, 0.33, -0.79, 0.29, 0.26, -0.56, 0.43, 0.38, -0.70, 0.40, 0.44, -0.64, 0.30, 0.32, -0.72, 0.30, 0.43, -0.76, 0.27, 0.43, -0.59, 0.31, 0.28, -0.44, 0.35, 0.33, -0.78, 0.31, 0.40, -0.68, 0.45, 0.24]}

It turns out version B is the most stable, with the second structure 1.664 eV higher.

Version A
{"formula": "C4H13NO2", "method": "ωB97M-V with the def2-TZVPD basis set", "charge": 0, "spin_multiplicity": 1, "lumo_ha": 0.02314, "elements": ["C", "C", "C", "C", "O", "N", "H", "H", "H", "H", "H", "H", "H", "H", "H", "H", "H", "H", "H", "O"], "coordinates": [[-0.258, 0.278, -2.257], [0.009, 0.494, -0.755], [0.402, -0.854, -0.123], [-0.742, -1.560, 0.649], [-1.175, -2.781, 0.050], [1.016, 1.524, -0.620], [-0.720, 1.158, -2.683], [-0.984, -0.539, -2.387], [0.665, 0.006, -2.767], [-0.901, 0.918, -0.352], [0.795, -1.557, -0.858], [1.166, -0.659, 0.625], [-0.479, -1.749, 1.699], [-1.618, -0.902, 0.708], [-0.524, -3.476, 0.251], [1.916, 1.451, -1.059], [1.049, 2.006, 0.261], [1.301, 2.883, 2.324], [0.102, 2.955, 3.207], [0.469, 2.409, 2.501]], "mulliken_charge": [-1.51, 0.47, -0.56, -0.50, -0.54, -0.58, 0.38, 0.33, 0.38, 0.31, 0.29, 0.33, 0.30, 0.30, 0.31, 0.17, 0.14, 0.31, 0.30, -0.63]}

Version B
{"formula": "C4H13NO2", "method": "ωB97M-V with the def2-TZVPD basis set", "charge": 0, "spin_multiplicity": 1, "lumo_ha": 0.01437, "elements": ["N", "C", "C", "C", "C", "H", "H", "H", "H", "H", "H", "H", "H", "H", "H", "H", "O", "H", "H", "O"], "coordinates": [[2.285, -0.436, 0.587], [1.454, 0.139, -0.439], [0.352, 0.918, 0.284], [0.181, 0.147, 1.609], [1.406, -0.779, 1.700], [3.074, 0.153, 0.798], [2.039, 0.754, -1.128], [1.007, -0.660, -1.035], [0.591, 1.982, 0.429], [-0.610, 1.001, -0.222], [0.005, 0.792, 2.480], [-0.742, -0.428, 1.509], [1.907, -0.658, 2.660], [1.114, -1.835, 1.618], [-1.644, 0.601, -2.696], [-1.505, 1.750, -3.627], [-1.969, 1.499, -2.821], [-3.632, -1.615, -1.024], [-2.207, -1.514, -0.438], [-3.107, -1.812, -0.244]], "mulliken_charge": [-0.40, -0.58, -0.43, -0.39, -0.59, 0.29, 0.37, 0.21, 0.26, 0.27, 0.32, 0.13, 0.31, 0.25, 0.29, 0.32, -0.62, 0.32, 0.32, -0.63]}

It turns out version B is the most stable, with the second structure 0.112 eV higher.